No. 1
C4H11F6N2O5S2Si2 | ωB97M-V/def2-TZVPD

Structure (XYZ):
```
32
Properties=species:S:1:pos:R:3:forces:R:3
C 1.3150 -0.4399 -0.6494 -0.033 -0.100 0.043
H -4.2529 1.8323 -1.4247 0.006 0.115 0.058
C -2.3793 1.0333 -1.3521 -0.164 0.143 -0.187
C -3.3870 2.2247 -3.2166 0.087 -0.077 0.078
F 5.4251 -3.8171 2.3777 -0.017 0.068 -0.043
C 4.7285 -2.9097 1.6731 -0.035 -0.121 0.061
H -0.0839 2.6795 3.2603 0.001 0.036 -0.029
Si -0.6039 3.0807 1.9344 0.053 -0.074 0.037
H 0.4014 3.9237 1.2542 -0.002 -0.009 0.000
F 0.1623 -0.0210 -1.2124 0.319 -0.197 0.035
O -0.9219 1.7622 1.0271 -0.175 0.118 0.081
O 0.6165 -2.9379 -0.9171 -0.065 0.014 0.006
H -2.3683 2.3448 -3.5862 0.001 0.060 -0.046
F 2.2299 -0.5305 -1.6165 -0.039 0.033 0.020
H -2.1296 -0.4954 0.9441 -0.007 0.053 0.029
H -3.9496 3.1185 -3.4848 -0.072 0.023 0.010
Si -2.2341 0.9059 0.5157 -0.010 -0.038 -0.091
O 3.0760 -4.7326 0.7985 -0.006 -0.018 0.043
N 2.4555 -2.2834 0.6933 -0.016 0.011 -0.022
F 4.8128 -1.7411 2.3125 -0.007 -0.005 -0.008
H -1.8371 3.8814 2.1370 0.020 -0.006 -0.003
F 1.7035 0.4936 0.2165 0.069 -0.035 -0.019
S 2.9829 -3.5004 1.5294 0.072 0.112 -0.041
F 5.3150 -2.7780 0.4812 -0.011 0.002 0.004
H -1.3973 1.3154 -1.7386 -0.138 0.024 0.070
H -2.5994 0.0433 -1.7821 -0.005 -0.026 -0.031
O 2.5047 -3.5487 2.8823 0.009 -0.048 -0.007
O 0.0239 -1.7854 1.1768 0.007 -0.040 -0.041
H -3.4532 1.5216 1.1148 0.004 -0.004 -0.015
N -3.3308 2.0683 -1.7704 -0.052 -0.029 0.001
S 0.9995 -2.0704 0.1613 0.188 0.061 0.024
H -3.8243 1.3624 -3.7392 0.017 -0.046 -0.018
```
Forces are in eV/Å.

Electronic energy: -71277.7198 eV
Orbital gap: 0.33717 hartree
Strongest force on any atom: 0.38 eV/A
Net charge: -1

No. 2
C4H11FN3 | ωB97M-V/def2-TZVPD

Structure (XYZ):
```
19
Properties=species:S:1:pos:R:3:forces:R:3
H -1.8542 0.9338 1.7111 0.264 0.079 0.003
H -0.6191 -2.5586 0.1218 -0.390 -1.758 0.873
C -0.6233 -0.5382 0.1622 0.230 -3.260 -0.959
H 1.6643 2.2609 -1.1337 -0.807 -0.886 1.146
H 1.7023 -1.5090 0.3589 0.005 0.985 0.593
C 1.2409 0.3443 -0.4515 1.486 -3.038 -0.655
H -1.7409 0.7346 -1.2076 0.228 -1.127 0.609
N -1.8438 1.2938 0.7663 -0.263 -0.170 1.016
H 0.6229 -1.9158 -0.9890 -2.125 -0.387 0.211
H 1.3780 1.8879 0.5906 0.444 1.527 0.453
N 1.2963 1.6493 -0.3712 0.227 1.034 -0.035
F -0.3000 -0.6618 1.4921 -1.249 0.098 -0.021
H -2.4598 2.0888 0.7034 0.010 -0.200 -0.933
H -1.1752 -1.9158 -1.4284 0.010 -0.057 -0.045
N 1.7755 -0.4958 0.4990 0.905 1.864 -1.786
C -1.4832 0.3892 -0.1833 -1.763 4.428 -0.117
C -0.4752 -1.8289 -0.6069 2.411 1.588 -0.845
H 1.2072 -0.0952 -1.4276 -0.106 0.021 -0.488
H 1.6872 -0.0636 1.3936 0.485 -0.742 0.981
```
Forces are in eV/Å.

Electronic energy: -11505.8339 eV
Orbital gap: 0.33373 hartree
ΔE to the lowest compared entry with this formula, charge and spin: 231.9 kJ/mol
Strongest force on any atom: 4.77 eV/A
Net charge: +1

Copy entry 2 word for word.
C4H11FN3 | ωB97M-V/def2-TZVPD

Structure (XYZ):
```
19
Properties=species:S:1:pos:R:3:forces:R:3
H -1.8542 0.9338 1.7111 0.264 0.079 0.003
H -0.6191 -2.5586 0.1218 -0.390 -1.758 0.873
C -0.6233 -0.5382 0.1622 0.230 -3.260 -0.959
H 1.6643 2.2609 -1.1337 -0.807 -0.886 1.146
H 1.7023 -1.5090 0.3589 0.005 0.985 0.593
C 1.2409 0.3443 -0.4515 1.486 -3.038 -0.655
H -1.7409 0.7346 -1.2076 0.228 -1.127 0.609
N -1.8438 1.2938 0.7663 -0.263 -0.170 1.016
H 0.6229 -1.9158 -0.9890 -2.125 -0.387 0.211
H 1.3780 1.8879 0.5906 0.444 1.527 0.453
N 1.2963 1.6493 -0.3712 0.227 1.034 -0.035
F -0.3000 -0.6618 1.4921 -1.249 0.098 -0.021
H -2.4598 2.0888 0.7034 0.010 -0.200 -0.933
H -1.1752 -1.9158 -1.4284 0.010 -0.057 -0.045
N 1.7755 -0.4958 0.4990 0.905 1.864 -1.786
C -1.4832 0.3892 -0.1833 -1.763 4.428 -0.117
C -0.4752 -1.8289 -0.6069 2.411 1.588 -0.845
H 1.2072 -0.0952 -1.4276 -0.106 0.021 -0.488
H 1.6872 -0.0636 1.3936 0.485 -0.742 0.981
```
Forces are in eV/Å.

Electronic energy: -11505.8339 eV
Orbital gap: 0.33373 hartree
ΔE to the lowest compared entry with this formula, charge and spin: 231.9 kJ/mol
Strongest force on any atom: 4.77 eV/A
Net charge: +1